No. 1
DFT (ωB97M-V/def2-TZVPD) results for a molecular structure, C40H44AsN5PPdS.

**Relative energy (zero: lowest compared OMol25 entry of this formula, charge and spin)**: 37.46 kcal/mol
**Lowest unoccupied orbital energy (alpha / beta)**: -9.41 / -9.39 eV
**E**: -134064.4461 eV
**Orbital gap (alpha / beta)**: 6.26 / 6.28 eV

The geometry in ORCA input format:
```
! wB97M-V def2-TZVPD RIJCOSX def2/J DEFGRID3
* xyz 3 1
Pd 0.2244 0.4406 -1.0223
C 3.2545 -0.2817 -0.9653
N 2.0694 -0.6557 -0.1669
C 1.8135 -2.1164 -0.0573
C 0.6395 -2.5574 -0.8771
N -0.3697 -1.7611 -1.1318
C -1.3045 -2.5343 -1.8173
C -2.5648 -2.2042 -2.3142
C -3.2871 -3.2068 -2.9238
C -2.7728 -4.5109 -3.0469
C -1.5268 -4.8499 -2.5626
C -0.8082 -3.8305 -1.9448
N 0.4444 -3.8101 -1.3350
C 2.8641 0.3552 -2.2492
N 1.6162 0.3964 -2.6846
C 1.6906 1.0331 -3.9378
C 0.7165 1.2637 -4.9010
C 1.0966 1.9118 -6.0579
C 2.4254 2.3161 -6.2665
C 3.4141 2.0474 -5.3436
C 3.0135 1.3890 -4.1867
N 3.7311 0.9384 -3.0847
H 3.8749 -1.1615 -1.1600
H 3.8706 0.4187 -0.3937
H 2.2053 -0.2822 0.7676
H 1.5952 -2.3458 0.9949
H 2.7061 -2.6895 -0.3212
H -2.9556 -1.2008 -2.2240
H -4.2723 -2.9958 -3.3141
H -3.3712 -5.2657 -3.5368
H -1.1382 -5.8534 -2.6573
H 1.0807 -4.5869 -1.2559
H -0.2806 0.8930 -4.7639
H 0.3674 2.0947 -6.8336
H 2.6830 2.8256 -7.1835
H 4.4434 2.3203 -5.5235
H 4.7318 0.9850 -2.9690
S 0.5067 1.4574 1.7629
C -0.1112 2.1578 3.3346
C -0.5938 3.4191 3.6266
C -0.7496 3.7227 4.9763
C -0.4149 2.8241 5.9893
C 0.0624 1.5519 5.6906
C 0.1438 1.2397 4.3452
As 0.5017 -0.2236 3.2343
C -1.0790 -1.2834 3.1528
C -1.5774 -1.7781 1.9588
C -2.7309 -2.5502 1.9733
C -3.3638 -2.8236 3.1776
C -2.8535 -2.3267 4.3702
C -1.7071 -1.5478 4.3680
C 1.9562 -1.3256 3.7359
C 1.6892 -2.6609 4.0345
C 2.7237 -3.4329 4.5470
C 3.9946 -2.8964 4.6862
C 4.2526 -1.5720 4.3503
C 3.2335 -0.7751 3.8579
H -0.7842 4.1605 2.8633
H -1.1105 4.7033 5.2499
H -0.5337 3.1248 7.0200
H 0.3268 0.8435 6.4636
H -1.0870 -1.5687 1.0188
H -3.1276 -2.9411 1.0454
H -4.2600 -3.4278 3.1906
H -3.3467 -2.5452 5.3062
H -1.3218 -1.1544 5.3015
H 0.7035 -3.0829 3.9030
H 2.5327 -4.4568 4.8348
H 4.7983 -3.5209 5.0503
H 5.2463 -1.1638 4.4757
H 3.4258 0.2624 3.6039
C -3.1992 3.0957 -3.4488
C -2.3739 1.8250 -3.1935
P -1.2554 1.9933 -1.7699
C -0.3318 3.5520 -1.9889
C 1.1255 3.5898 -1.5193
C -2.3538 2.2507 -0.3364
C -2.9013 0.9760 0.3003
H -3.9092 2.8860 -4.2471
H -2.5770 3.9267 -3.7731
H -3.7743 3.4131 -2.5829
H -1.7828 1.5986 -4.0690
H -3.0229 0.9661 -3.0061
H -0.9233 4.3101 -1.4665
H -0.3773 3.7844 -3.0550
H 1.3827 4.5951 -1.1949
H 1.7973 3.3202 -2.3322
H 1.3252 2.9138 -0.6774
H -3.1820 2.8710 -0.6836
H -1.7821 2.8408 0.3867
H -2.1059 0.3457 0.6994
H -3.4730 0.3813 -0.4123
H -3.5708 1.2268 1.1223
*
```

No. 2
DFT (ωB97M-V/def2-TZVPD) results for 2 unconnected molecules or ions with the total composition C13H19N.

**Expectation value of S²**: 0.7727
**Relative energy (zero: lowest compared OMol25 entry of this formula, charge and spin)**: 10.98 kcal/mol
**Lowest unoccupied orbital energy (alpha / beta)**: -3.59 / -6.77 eV
**E**: -15271.8428 eV
**Orbital gap (alpha / beta)**: 9.24 / 6.70 eV

The geometry in ORCA input format:
```
! wB97M-V def2-TZVPD RIJCOSX def2/J DEFGRID3
* xyz 1 2
C -0.1119 2.4120 0.7663
C -0.4575 1.7198 2.0813
C 1.1751 3.2106 0.7354
H -0.9920 2.9552 0.4194
H -0.0675 1.6791 -0.0538
H -0.4254 0.6287 2.0828
H 0.0787 2.0367 2.9772
H 1.2171 3.8403 -0.1583
H -1.5164 1.8307 2.3398
H 2.0198 2.5351 0.5722
H 1.4063 3.8824 1.5554
C -0.7372 -1.9199 1.5825
C -2.0970 -2.3532 1.0616
C 0.2211 -1.5118 0.5099
C 1.6276 -1.7386 0.5746
C -0.0426 -1.0003 -0.7877
C 1.2133 -0.8392 -1.4154
C -1.1727 -0.6028 -1.5421
C 1.4106 -0.2665 -2.6366
C -1.0162 -0.1251 -2.8254
C 0.2573 0.0663 -3.3543
N 2.2031 -1.2970 -0.5297
H -0.7655 -1.0961 2.2939
H -0.2587 -2.6731 2.2053
H -2.7010 -1.5226 0.6938
H 2.2715 -2.1361 1.3533
H 3.1709 -1.4810 -0.7518
H -2.1459 -0.7218 -1.0921
H 2.4028 -0.1299 -3.0551
H -1.8904 0.0269 -3.4468
H 0.3974 0.4888 -4.3378
H -2.6657 -2.7699 1.8820
H -2.0091 -3.1276 0.3004
*
```

No. 3
DFT (ωB97M-V/def2-TZVPD) results for a gas-phase ion, C4H10NO (charge -1).

**Relative energy (zero: lowest compared OMol25 entry of this formula, charge and spin)**: 2.68 kcal/mol
**Lowest unoccupied orbital energy**: 4.16 eV
**SMILES**: CC[C@H](N)C[O-]
**E**: -7847.4202 eV
**Orbital gap**: 6.48 eV

The geometry in ORCA input format:
```
! wB97M-V def2-TZVPD RIJCOSX def2/J DEFGRID3
* xyz -1 1
C -0.8937 0.5130 -1.8471
C -0.5824 0.7243 -0.3644
C 0.4120 -0.2677 0.2106
N -0.1619 -1.6002 0.3283
C 1.0319 0.2161 1.5644
O 1.6719 -0.7351 2.2466
H -0.0105 0.7173 -2.4522
H -1.1233 -0.5411 -2.0090
H -1.7859 1.0829 -2.1422
H -0.2140 1.7365 -0.1890
H -1.5067 0.6861 0.2134
H 1.2375 -0.3157 -0.5237
H -0.4786 -1.6781 1.2993
H 0.5990 -2.2697 0.2783
H 1.6683 1.0953 1.2705
H 0.1365 0.6358 2.1162
*
```

No. 4
DFT (ωB97M-V/def2-TZVPD) results for 12 unconnected molecules or ions with the total composition C15H54N18O12.

**Relative energy (zero: lowest compared OMol25 entry of this formula, charge and spin)**: 24.54 kcal/mol
**Lowest unoccupied orbital energy**: 0.21 eV
**SMILES**: NC(N)=O.NC(N)=O.NC(N)=O.NC(N)=O.NC(N)=O.NC(N)=O.NC(N)=O.NC(N)=O.NC(N)=O.CCO.CCO.CCO
**E**: -67831.2627 eV
**Orbital gap**: 9.59 eV

The geometry in ORCA input format:
```
! wB97M-V def2-TZVPD RIJCOSX def2/J DEFGRID3
* xyz 0 1
N -0.0015 -8.2413 -20.0781
C -1.0594 -8.3660 -19.2150
N -1.3453 -9.5922 -18.6171
O -1.6783 -7.3472 -18.9473
H 0.5858 -9.0558 -20.1937
H -0.0377 -7.4217 -20.6656
H -0.9404 -10.4784 -18.9262
H -2.3256 -9.7780 -18.4324
N -4.0934 -10.0275 -13.2394
C -5.3944 -9.5914 -13.6662
N -5.4476 -8.3785 -14.2880
O -6.3705 -10.2233 -13.3967
H -4.0188 -10.7183 -12.5197
H -3.2506 -9.4915 -13.4147
H -6.3566 -8.1199 -14.6852
H -4.6391 -8.2609 -14.8939
N -2.2153 -15.3600 -17.9794
C -1.6545 -16.3183 -17.0804
N -2.3042 -17.5496 -17.1765
O -0.7415 -15.9957 -16.3037
H -3.1210 -15.5778 -18.3903
H -2.1110 -14.4345 -17.5398
H -3.1937 -17.6963 -17.6387
H -2.0173 -18.3683 -16.6700
N 1.2519 -10.3673 -16.7511
C 2.6404 -10.4495 -16.8322
N 3.3716 -9.6151 -16.0439
O 3.1570 -11.0830 -17.7307
H 0.7097 -10.9596 -17.3555
H 0.6993 -9.5224 -16.5323
H 4.3006 -9.4036 -16.3333
H 2.7991 -8.8670 -15.5803
N -3.7898 -6.0458 -17.2704
C -3.9423 -7.5022 -17.2324
N -4.7320 -8.0499 -18.3046
O -3.3725 -8.1588 -16.3152
H -3.1857 -5.5382 -16.6195
H -4.0090 -5.5361 -18.1394
H -4.6599 -9.1126 -18.3869
H -4.7531 -7.5397 -19.1850
N -0.6464 -7.7151 -15.4994
C 0.5022 -7.2705 -16.1020
N 0.2803 -6.5799 -17.2787
O 1.6516 -7.4913 -15.6735
H -0.4738 -8.2794 -14.6641
H -1.5639 -7.7371 -15.9667
H -0.6568 -6.4702 -17.6300
H 1.0369 -6.1489 -17.7621
N -4.1112 -13.1084 -21.9406
C -3.0473 -12.3825 -21.2239
N -2.3739 -11.3199 -21.8369
O -2.7711 -12.7368 -20.0809
H -4.8154 -13.4129 -21.3268
H -4.4908 -12.7729 -22.8454
H -2.3646 -11.2956 -22.8219
H -1.6368 -10.8769 -21.3218
N 0.1452 -12.4664 -19.0077
C 0.7706 -11.7787 -20.0655
N 2.1610 -12.0170 -20.2111
O 0.1779 -11.0508 -20.9041
H 0.5399 -13.3484 -18.6761
H -0.8528 -12.4622 -19.1051
H 2.5518 -11.5095 -20.9851
H 2.6422 -12.0082 -19.3107
N 1.3603 -11.1337 -13.6251
C 0.0429 -10.9438 -13.1271
N -0.2501 -11.5777 -11.9906
O -0.8317 -10.3275 -13.7159
H 1.9917 -11.6759 -13.0623
H 1.6370 -10.6891 -14.4941
H 0.4972 -12.1150 -11.5550
H -1.1942 -11.7102 -11.6476
C -5.4466 -13.8573 -12.6679
C -4.2236 -14.4250 -13.3719
O -3.6646 -15.4969 -12.5875
H -5.9283 -13.1591 -13.3747
H -5.3354 -13.2244 -11.7654
H -6.0922 -14.7120 -12.3737
H -3.6491 -13.4828 -13.5598
H -4.5153 -14.8535 -14.3301
H -2.7918 -15.7106 -12.9427
C -8.2132 -9.9980 -17.6926
C -7.6385 -10.1200 -16.2530
O -8.1685 -9.2402 -15.2895
H -9.2698 -10.2529 -17.8148
H -7.7158 -10.5729 -18.5293
H -8.0267 -8.9210 -17.8367
H -6.5395 -9.9582 -16.3158
H -7.7809 -11.1644 -15.8980
H -8.1764 -9.7798 -14.4855
C -2.7327 -11.6034 -16.1654
C -4.0610 -11.2942 -16.8428
O -3.9735 -10.8969 -18.2449
H -2.7404 -11.5848 -15.0895
H -1.9923 -10.8257 -16.3795
H -2.3361 -12.5551 -16.4721
H -4.6011 -10.4532 -16.4407
H -4.7423 -12.1346 -16.8757
H -3.5205 -11.5623 -18.7983
*
```

No. 5
DFT (ωB97M-V/def2-TZVPD) results for a molecular structure, C32H22N7O2Re.

**Expectation value of S²**: 3.7707
**Relative energy (zero: lowest compared OMol25 entry of this formula, charge and spin)**: 14.18 kcal/mol
**Lowest unoccupied orbital energy (alpha / beta)**: -3.55 / -3.98 eV
**E**: -50193.1866 eV
**Orbital gap (alpha / beta)**: 6.95 / 7.10 eV

The geometry in ORCA input format:
```
! wB97M-V def2-TZVPD RIJCOSX def2/J DEFGRID3
* xyz 1 4
Re 0.5792 -0.5872 -0.6963
O 0.9635 -2.3659 -1.4293
C 0.5010 -3.5890 -1.1455
C 0.6888 -4.6044 -2.0847
C 0.1876 -5.8677 -1.8428
C -0.4943 -6.1598 -0.6618
C -0.6546 -5.1742 0.2835
C -0.1721 -3.8743 0.0583
C -0.2726 -2.9111 1.1202
N 0.0448 -1.6643 1.0173
N 0.0734 -0.9523 2.2172
C 0.7964 0.1045 2.0458
O 1.3718 0.3522 0.8768
C 1.0171 1.0780 3.1245
C 1.8180 2.1935 2.8966
C 1.9967 3.1286 3.9029
C 1.3783 2.9522 5.1326
C 0.5821 1.8366 5.3609
C 0.3993 0.8982 4.3609
H 1.2292 -4.3811 -2.9949
H 0.3336 -6.6447 -2.5820
H -0.8754 -7.1553 -0.4850
H -1.1545 -5.3886 1.2200
H -0.5717 -3.2468 2.1086
H 2.2998 2.3192 1.9369
H 2.6223 3.9939 3.7280
H 1.5196 3.6828 5.9182
H 0.1045 1.6991 6.3216
H -0.2212 0.0283 4.5259
C -3.1837 -2.5654 -2.3156
C -4.2118 -1.9817 -1.5809
C -3.9270 -0.9125 -0.7632
C -2.6172 -0.4303 -0.6776
N -1.6194 -1.0342 -1.3523
C -1.9120 -2.0679 -2.1605
N -2.4287 0.6930 0.1190
C -1.4119 1.4551 -0.0425
N -0.3214 1.2288 -0.8868
C 0.5336 2.3197 -0.8083
N 1.6370 2.4611 -1.4490
C 2.0177 1.5445 -2.4093
C 2.8120 2.0431 -3.4487
C 3.1547 1.2368 -4.5048
C 2.7098 -0.0854 -4.5139
C 1.9763 -0.5389 -3.4511
N 1.6354 0.2423 -2.3990
C -0.0229 3.2885 0.1444
C 0.4481 4.5154 0.5745
C -0.3016 5.1743 1.5392
C -1.4853 4.6270 2.0374
C -1.9653 3.4063 1.5820
C -1.2057 2.7480 0.6318
H -3.3592 -3.3957 -2.9835
H -5.2238 -2.3564 -1.6556
H -4.6867 -0.4075 -0.1855
H -1.0796 -2.4947 -2.7020
H 3.1138 3.0777 -3.3893
H 3.7561 1.6236 -5.3163
H 2.9465 -0.7591 -5.3237
H 1.6549 -1.5664 -3.3885
H 1.3659 4.9314 0.1817
H 0.0357 6.1309 1.9157
H -2.0396 5.1689 2.7920
H -2.8854 2.9792 1.9563
*
```